[1]
{
  "formula": "C20H31N8O3PTi",
  "method": "ωB97M-V/def2-TZVPD",
  "symbols": ["Ti", "C", "C", "C", "C", "N", "C", "C", "C", "C", "C", "C", "C", "H", "H", "H", "H", "H", "H", "H", "H", "C", "O", "C", "O", "N", "N", "H", "H", "H", "H", "H", "H", "C", "N", "C", "N", "C", "N", "C", "P", "C", "C", "H", "H", "H", "H", "H", "H", "H", "H", "H", "H", "H", "H", "H", "N", "C", "N", "O", "H", "H", "H", "H"],
  "positions_angstrom": [[0.943933, 0.209316, 0.421795], [0.064033, 0.854416, 4.562095], [1.342933, 0.961216, 5.112295], [2.440333, 0.935216, 4.267595], [2.254133, 0.787216, 2.890495], [1.000733, 0.661516, 2.362695], [-0.060067, 0.718116, 3.194295], [3.341433, 0.727916, 1.904195], [4.686933, 0.980716, 2.196395], [5.642833, 0.900316, 1.193995], [5.274633, 0.559316, -0.098905], [3.934033, 0.319216, -0.402305], [2.958333, 0.409116, 0.577295], [-0.811367, 0.879016, 5.191995], [1.475333, 1.071816, 6.178295], [3.434933, 1.028216, 4.676595], [-1.040767, 0.671716, 2.717795], [4.994633, 1.239316, 3.197695], [6.680433, 1.097616, 1.424495], [6.025133, 0.480616, -0.871205], [3.665733, 0.054516, -1.423005], [1.234133, 0.943716, -4.167605], [1.215633, 2.001416, -3.189705], [1.063933, 1.764116, -1.937905], [0.864633, 0.625816, -1.418805], [1.085833, 2.846016, -1.138405], [0.977033, 2.647016, 0.258495], [1.483733, 1.432216, -5.108305], [0.253533, 0.475916, -4.243805], [1.989533, 0.197216, -3.921905], [1.232833, 3.777616, -1.532205], [0.203033, 3.223116, 0.626395], [1.833033, 3.004516, 0.714995], [-4.840767, -1.578484, -0.731205], [-3.685867, -1.990284, -1.662805], [-3.816067, -1.163584, -2.943905], [-3.822967, 0.213616, -2.630905], [-4.953667, 0.539616, -1.775105], [-4.815367, -0.185484, -0.525305], [-3.745967, 0.283916, 0.306195], [-2.042367, 0.020316, -0.490205], [-2.370767, -1.772984, -1.019305], [-2.570367, 0.745616, -2.165505], [-4.733167, -2.126884, 0.208095], [-5.774267, -1.875684, -1.216305], [-3.794267, -2.981884, -1.899405], [-4.755367, -1.439584, -3.427405], [-2.989467, -1.420084, -3.610805], [-5.881067, 0.241316, -2.270205], [-4.991167, 1.613616, -1.592105], [-3.788667, -0.228384, 1.270795], [-3.890967, 1.353016, 0.483195], [-2.297167, -2.416884, -0.136705], [-1.580267, -2.061284, -1.721205], [-1.792167, 0.546716, -2.910305], [-2.677467, 1.830616, -2.065605], [2.503233, -2.619884, 1.785695], [1.514733, -2.685984, 0.902595], [1.139833, -3.864384, 0.432495], [0.901833, -1.611484, 0.522295], [2.990633, -3.450784, 2.101395], [2.844433, -1.727484, 2.123495], [1.610333, -4.716784, 0.710395], [0.419433, -3.955184, -0.268205]],
  "forces_ev_per_angstrom": [[0.563, 0.716, -0.148], [0.081, -0.018, -0.256], [-0.137, -0.026, -0.324], [-0.151, -0.018, -0.435], [0.315, 0.096, 0.676], [0.417, 0.335, 1.331], [-0.605, 0.042, 0.255], [0.294, 0.076, -0.132], [-0.536, -0.134, 0.065], [0.015, -0.040, -0.029], [-0.283, -0.062, -0.073], [0.161, -0.068, -0.594], [-0.395, 0.091, 0.515], [-0.114, 0.028, -0.021], [0.004, 0.004, 0.107], [0.060, -0.004, -0.038], [0.168, -0.085, 0.188], [0.042, 0.053, 0.101], [0.038, 0.017, 0.023], [0.041, 0.002, -0.078], [0.078, 0.025, 0.090], [0.099, -0.685, -0.764], [-0.051, 0.277, 0.922], [0.051, 1.449, -0.200], [0.173, -0.335, -0.940], [0.029, 0.094, -0.263], [-0.007, 0.105, -0.109], [-0.035, -0.038, 0.168], [0.004, 0.126, 0.074], [-0.012, 0.154, 0.072], [0.011, -0.256, 0.125], [0.250, -0.343, -0.282], [-0.340, -0.301, -0.291], [-0.399, -0.178, 0.306], [-0.303, -0.214, -0.170], [0.053, 0.092, -0.557], [-0.138, 0.127, -0.333], [-0.109, 0.138, -0.027], [-0.438, 0.055, 0.077], [0.477, 0.182, 0.468], [-1.392, -0.386, -0.500], [0.907, 0.192, 0.503], [0.575, 0.282, 0.162], [0.068, -0.022, -0.137], [0.178, -0.065, -0.060], [0.030, 0.044, 0.035], [0.042, -0.127, 0.139], [-0.005, -0.096, 0.148], [0.077, 0.053, 0.040], [0.001, -0.059, 0.016], [0.071, 0.086, 0.008], [0.118, -0.060, 0.088], [-0.092, 0.018, -0.127], [-0.166, -0.056, 0.017], [-0.039, 0.048, 0.080], [0.122, -0.084, 0.007], [-0.179, 0.215, -0.109], [0.806, -1.226, 0.658], [-0.126, 0.173, -0.146], [-0.278, -0.494, -0.183], [-0.063, 0.092, -0.060], [-0.079, -0.177, -0.149], [-0.026, 0.056, -0.017], [0.080, 0.114, 0.091]],
  "total_charge": 4,
  "homo_lumo_gap_ev": 6.647,
  "e_tot_ev": -71674.22410
}



[2]
{
  "formula": "C28H21N2O4PRe",
  "method": "ωB97M-V/def2-TZVPD",
  "symbols": ["Re", "C", "C", "C", "C", "C", "C", "P", "C", "C", "C", "C", "C", "C", "C", "C", "C", "C", "C", "C", "C", "C", "C", "C", "H", "H", "H", "H", "H", "H", "H", "H", "H", "H", "H", "H", "H", "H", "H", "H", "C", "C", "N", "C", "C", "N", "C", "O", "O", "C", "O", "O", "H", "H", "H", "H", "H"],
  "positions_angstrom": [[-0.323904, 0.786910, -0.055827], [-3.872965, -3.294524, -3.458157], [-3.533292, -1.992771, -3.803594], [-2.516335, -1.340679, -3.126873], [-1.839928, -2.011176, -2.105266], [-2.176871, -3.321290, -1.757470], [-3.200933, -3.957278, -2.437383], [-0.494368, -1.165942, -1.309425], [-0.494721, -1.495074, 0.500223], [-1.665536, -1.107837, 1.194086], [-1.755507, -1.282359, 2.574717], [-0.706676, -1.874191, 3.255756], [0.460884, -2.248362, 2.585008], [0.582772, -2.040204, 1.225797], [1.145464, -1.481580, -1.936431], [1.565017, -2.507837, -2.750307], [2.907809, -2.563169, -3.158692], [3.793526, -1.600846, -2.748791], [3.378538, -0.531362, -1.919185], [4.265769, 0.488368, -1.494906], [3.842187, 1.517400, -0.684731], [2.512706, 1.566239, -0.261621], [1.568748, 0.610158, -0.661120], [2.030184, -0.461585, -1.515954], [-4.670683, -3.797230, -3.987824], [-4.064420, -1.484027, -4.595953], [-2.256972, -0.321211, -3.385911], [-1.648442, -3.837324, -0.964778], [-3.475052, -4.969436, -2.174042], [-2.538085, -0.770785, 0.636435], [-2.662474, -1.003812, 3.094019], [-0.792141, -2.055687, 4.319352], [1.271357, -2.708211, 3.134711], [1.490476, -2.314306, 0.702113], [0.867219, -3.266078, -3.084389], [3.237340, -3.369201, -3.798864], [4.828628, -1.646760, -3.063387], [5.297901, 0.448914, -1.822138], [4.535053, 2.287816, -0.377324], [2.204134, 2.383678, 0.379527], [1.002248, 1.300590, 3.713772], [0.233743, 2.279561, 2.907893], [-0.182956, 2.133981, 1.658291], [-0.801767, 3.325392, 1.305320], [-0.764825, 4.186803, 2.358723], [-0.115607, 3.504300, 3.346320], [-1.215584, 5.593026, 2.644113], [-1.818918, 6.252908, 1.683622], [-0.985675, 6.028093, 3.736448], [-1.307517, 3.479657, -0.063786], [-1.837092, 4.450718, -0.509875], [-1.054461, 2.363157, -0.806353], [1.288621, 0.454534, 3.093185], [0.413821, 0.942255, 4.559284], [1.905446, 1.767310, 4.107547], [0.063845, 3.917029, 4.255848], [-1.919735, 5.753350, 0.848235]],
  "forces_ev_per_angstrom": [[0.471, -0.036, 0.147], [0.014, 0.016, 0.004], [-0.021, -0.005, -0.012], [-0.022, -0.014, 0.032], [0.069, 0.029, -0.030], [0.020, 0.001, -0.001], [0.000, -0.004, -0.006], [-0.105, 0.188, 0.118], [0.023, -0.384, -0.144], [-0.035, 0.118, -0.087], [-0.019, -0.001, -0.007], [0.028, 0.008, 0.009], [-0.007, 0.014, 0.034], [0.009, 0.124, -0.102], [-0.001, 0.045, 0.058], [-0.067, 0.027, 0.028], [0.056, -0.014, -0.020], [0.007, -0.009, -0.007], [-0.043, 0.025, 0.026], [-0.029, 0.006, 0.009], [0.010, -0.036, -0.023], [-0.017, 0.088, 0.060], [-0.171, 0.056, 0.157], [-0.115, -0.156, -0.083], [-0.007, -0.005, 0.000], [-0.003, 0.000, -0.005], [0.009, 0.006, -0.007], [0.001, -0.004, 0.008], [-0.001, -0.006, -0.002], [0.012, -0.009, 0.010], [-0.007, -0.001, 0.000], [0.005, 0.005, 0.006], [0.011, -0.006, -0.006], [0.006, -0.017, 0.009], [-0.010, -0.003, 0.004], [0.006, 0.000, -0.005], [0.003, 0.004, -0.004], [0.008, 0.001, -0.001], [0.009, 0.000, 0.010], [-0.007, 0.003, -0.014], [-0.010, -0.018, -0.012], [0.071, -0.028, 0.115], [-0.088, 0.196, -0.155], [-0.126, 0.185, 0.068], [-0.043, -0.024, -0.092], [0.014, -0.047, -0.051], [0.112, -0.123, 0.054], [-0.090, 0.120, -0.062], [-0.030, 0.008, -0.013], [0.221, 0.177, 0.225], [-0.050, -0.073, -0.002], [-0.105, -0.361, -0.276], [-0.005, -0.005, -0.007], [-0.006, -0.006, -0.006], [0.004, -0.014, 0.011], [0.003, 0.013, -0.004], [0.041, -0.049, 0.040]],
  "total_charge": 2,
  "homo_lumo_gap_ev": [6.129, 6.538],
  "e_tot_ev": -51951.69773,
  "s_squared": 0.810,
  "de_lowest_kcal_mol": 0.00,
  "multiplicity": 2
}



[3]
{
  "formula": "C3H4ClFS2",
  "method": "ωB97M-V/def2-TZVPD",
  "symbols": ["F", "C", "Cl", "C", "C", "S", "S", "H", "H", "H", "H"],
  "positions_angstrom": [[-2.447992, -0.484272, 0.603294], [-1.351587, -0.176412, -0.147375], [-1.863210, 1.180958, -1.114985], [-0.138557, 0.058687, 0.760441], [1.107911, 0.391432, -0.046629], [1.763149, 1.916967, 0.036008], [1.612893, -1.185410, -0.766087], [-1.072412, -1.004367, -0.800657], [-0.007942, -0.879469, 1.256176], [-0.345132, 0.824155, 1.554261], [2.742880, -0.642268, -1.334442]],
  "forces_ev_per_angstrom": [[0.101, -0.633, 0.418], [0.387, -0.058, 0.311], [0.319, 0.572, -0.500], [-0.765, 1.606, 0.268], [0.070, 0.350, 1.035], [-0.404, -2.180, -0.668], [1.202, 2.161, -0.299], [-0.588, -0.010, -0.189], [0.194, -0.731, 0.448], [0.131, -0.504, -0.983], [-0.648, -0.573, 0.159]],
  "total_charge": 0,
  "homo_lumo_gap_ev": 8.443,
  "e_tot_ev": -40085.49751,
  "smiles": "F[C@@H](Cl)CC(=S)S",
  "de_lowest_kcal_mol": 2.16
}



[4]
{
  "formula": "C4H6O2",
  "method": "ωB97M-V/def2-TZVPD",
  "symbols": ["C", "C", "C", "O", "C", "O", "H", "H", "H", "H", "H", "H"],
  "positions_angstrom": [[-1.296374, -0.284924, -0.374279], [0.209733, -0.070768, -0.274872], [0.653073, 1.373979, -0.098850], [1.786319, 1.719454, -0.334397], [0.857704, -0.931705, 0.806161], [0.271371, -1.779728, 1.430250], [-1.540775, -1.352685, -0.388338], [-1.804414, 0.141673, 0.498526], [-1.713881, 0.183453, -1.273269], [0.748120, -0.362029, -1.186561], [-0.112924, 2.100391, 0.252490], [1.942052, -0.737106, 0.943136]],
  "forces_ev_per_angstrom": [[-0.085, 0.054, 0.022], [-0.108, -0.045, -0.044], [0.373, 0.037, -0.094], [-0.558, -0.036, 0.222], [-0.088, -0.227, 0.127], [0.286, 0.469, -0.275], [0.134, 0.240, -0.030], [0.100, -0.054, -0.123], [0.137, -0.077, 0.169], [-0.161, -0.163, -0.028], [0.124, -0.139, -0.027], [-0.154, -0.059, 0.081]],
  "total_charge": 0,
  "homo_lumo_gap_ev": 10.486,
  "e_tot_ev": -8339.40518,
  "smiles": "CC(C=O)C=O",
  "de_lowest_kcal_mol": 24.35
}